[1]
C3H3N3O | ωB97M-V with the def2-TZVPD basis set

```
10
C3H3N3O (ωB97M-V with the def2-TZVPD basis set)
N 2.41974 0.41014 1.00850
C 1.53706 0.74223 0.22374
N 0.56610 1.11116 -0.42933
N -0.04877 0.26586 -1.32682
C -1.04216 -0.41862 -0.91427
C -1.62030 -0.47439 0.46600
O -1.43525 0.35294 1.32573
H 3.37942 0.42476 0.66213
H -1.50073 -1.05108 -1.67357
H -2.25509 -1.36301 0.65788
```

As for the energy above the lowest of the compared OMol25 structures with the same formula, charge and spin: 3.0900 eV. The value obtained for the LUMO energy is -0.540 eV. The value obtained for the molecular weight is 97.1 g mol⁻¹.


[2]
C3H3N3O | ωB97M-V with the def2-TZVPD basis set

```
10
C3H3N3O (ωB97M-V with the def2-TZVPD basis set)
O -0.34684 -0.13678 -2.12411
C -0.23024 -0.11036 -0.79294
C -1.14702 -0.65299 0.16436
N -0.84795 -0.51685 1.44753
N 0.26681 0.10062 1.86476
C 1.08122 0.58220 0.94483
N 0.86379 0.49400 -0.36824
H 0.46529 0.33258 -2.41477
H -2.09224 -1.17629 -0.02412
H 1.98718 1.08386 1.30270
```

As for the energy above the lowest of the compared OMol25 structures with the same formula, charge and spin: 1.2567 eV. The value obtained for the LUMO energy is 0.165 eV. The value obtained for the molecular weight is 97.1 g mol⁻¹.


[3]
C3H3N3O | ωB97M-V with the def2-TZVPD basis set

```
10
C3H3N3O (ωB97M-V with the def2-TZVPD basis set)
O 2.52363 0.35141 -0.36612
C 1.74596 -0.34839 0.22357
N 0.35883 -0.18365 0.11101
C -0.35263 0.92942 -0.24528
N -1.58755 0.97823 0.29761
C -1.66134 -0.35412 0.12912
N -0.58402 -1.07922 0.56217
H 2.00696 -1.17906 0.90516
H -0.06466 1.62840 -1.00839
H -2.37103 -0.74945 -0.61071
```

As for the energy above the lowest of the compared OMol25 structures with the same formula, charge and spin: 4.5264 eV. The value obtained for the LUMO energy is -0.353 eV. The value obtained for the molecular weight is 97.1 g mol⁻¹.


[4]
C3H3N3O | ωB97M-V with the def2-TZVPD basis set

```
10
C3H3N3O (ωB97M-V with the def2-TZVPD basis set)
C -0.31382 -0.26923 -0.56789
C 0.17354 0.39163 2.13041
O -0.70919 -1.43899 -0.92138
N 0.12147 0.85371 -0.60517
N -0.32556 -0.37650 1.27370
C 0.19129 0.61071 -2.51367
N 0.42751 0.88475 -3.61611
H -0.34289 -2.09931 -0.29653
H 0.06221 0.12202 3.19094
H 0.71544 1.32122 1.92569
```

As for the energy above the lowest of the compared OMol25 structures with the same formula, charge and spin: 6.6970 eV. The value obtained for the LUMO energy (alpha / beta) is -1.056 / -1.056 eV. The value obtained for the molecular weight is 97.1 g mol⁻¹.


[5]
C3H3N3O | ωB97M-V with the def2-TZVPD basis set

```
10
C3H3N3O (ωB97M-V with the def2-TZVPD basis set)
O -0.76738 1.58233 -2.04340
C -0.30154 1.15922 -1.10455
N -0.18888 -1.27043 -0.59279
C 0.95030 -0.84991 -0.08390
N 0.79938 -0.01030 0.98920
C -0.55510 -0.11193 1.18676
N -1.18092 -0.78867 0.24814
H 0.40781 0.94173 -0.04142
H 1.90845 -1.05402 -0.54582
H -1.07213 0.40200 1.98778
```

As for the energy above the lowest of the compared OMol25 structures with the same formula, charge and spin: 3.3062 eV. The value obtained for the LUMO energy is 0.039 eV. The value obtained for the molecular weight is 97.1 g mol⁻¹.


[6]
C3H3N3O | ωB97M-V with the def2-TZVPD basis set

```
10
C3H3N3O (ωB97M-V with the def2-TZVPD basis set)
O -0.41827 -1.15686 -1.38030
C -1.47312 0.08301 -1.12064
N -0.02539 -1.54536 -0.17952
N 0.40996 -0.88880 0.84092
C 0.63970 0.42218 0.90130
C 0.21993 1.37086 -0.03601
N -0.74387 1.06609 -0.88315
H -0.35406 -2.46982 0.06823
H 1.13799 0.73112 1.81799
H 0.60713 2.38759 -0.02881
```

As for the energy above the lowest of the compared OMol25 structures with the same formula, charge and spin: 5.9482 eV. The value obtained for the LUMO energy is -0.606 eV. The value obtained for the molecular weight is 97.1 g mol⁻¹.


[7]
C3H3N3O | ωB97M-V with the def2-TZVPD basis set

```
10
C3H3N3O (ωB97M-V with the def2-TZVPD basis set)
H -1.80397 -1.87391 -0.91183
N -1.59495 -0.90760 -1.25550
C -0.63621 -0.38196 -0.60961
N -0.13123 0.89416 -0.92175
N 0.68361 1.49200 -0.15356
C 1.07198 0.85052 1.00719
C 0.76944 -0.47329 1.26442
O -0.12627 -1.08572 0.44775
H 1.80770 1.32828 1.61915
H 1.07312 -1.09009 2.05450
```

As for the energy above the lowest of the compared OMol25 structures with the same formula, charge and spin: 2.8990 eV. The value obtained for the LUMO energy is -0.939 eV. The value obtained for the molecular weight is 97.1 g mol⁻¹.


[8]
C3H3N3O | ωB97M-V with the def2-TZVPD basis set

```
10
C3H3N3O (ωB97M-V with the def2-TZVPD basis set)
N 2.11807 -0.30740 0.60669
C 0.98172 -0.54412 0.24284
C -0.22493 -0.95718 -0.14444
C -1.42360 -0.55679 0.59817
O -1.42392 0.21137 1.53968
H 2.52620 0.59452 0.34588
H -0.31617 -1.50586 -1.08200
H -2.37263 -0.99022 0.21550
N 0.55160 2.20220 -0.95839
N -0.38977 1.83459 -1.39457
```

As for the energy above the lowest of the compared OMol25 structures with the same formula, charge and spin: 0.8538 eV. The value obtained for the LUMO energy is 0.399 eV. The value obtained for the molecular weight is 97.1 g mol⁻¹.